No. 1
The following is a quantum chemistry calculation of C15H23ClN2OPd as an isolated structure at a distorted geometry, from the Open Molecules 2025 dataset.

ORCA input file:
```
! wB97M-V def2-TZVPD RIJCOSX def2/J DEFGRID3
* xyz 2 5
C -2.44073 -1.93973 -3.46366
C -3.83180 -2.42155 -2.97417
C -2.62970 -0.83730 -4.53389
C -1.65125 -3.11944 -4.08531
Cl -1.57257 -1.40026 -2.06098
H -3.19877 -1.33684 -5.33264
H -1.68737 -0.48983 -4.97679
H -3.22894 0.01620 -4.19067
H -4.37759 -2.83200 -3.83558
H -4.43009 -1.59062 -2.56823
H -3.74677 -3.21344 -2.21263
H -2.24216 -3.51041 -4.92514
H -1.49261 -3.93717 -3.36594
H -0.68131 -2.79387 -4.48885
C -0.43926 1.84879 2.85735
C -0.14242 2.61384 1.62038
C -1.02105 2.09139 0.56855
H 0.40246 3.56737 1.56653
C -1.84606 1.06037 1.17508
C -1.49934 0.93237 2.51461
H -1.94439 0.26189 3.23302
H -0.21295 2.27064 3.83026
H -1.16460 2.56815 -0.40861
H -2.64506 0.53379 0.65839
C 3.04724 -0.53828 0.93032
C 3.26307 0.87398 0.93986
C 2.79742 1.40435 -0.33994
H 3.77158 1.47426 1.69184
C 2.14175 0.29926 -1.03094
C 2.34285 -0.89004 -0.24224
H 2.01951 -1.88865 -0.52061
H 3.43150 -1.21618 1.68184
H 2.93944 2.42450 -0.70125
H 1.71660 0.37467 -2.03093
Pd 1.01318 1.21689 0.66233
N 2.64340 -0.02575 4.75590
C 2.04501 0.90359 3.97712
N 2.53485 2.15864 4.01904
O 1.05194 0.55896 3.26105
H 3.33033 0.24610 5.44435
H 2.25727 -0.95865 4.79627
H 2.14469 2.85074 3.38775
H 3.23271 2.38926 4.71713
*
```

Calculated values
* HOMO-LUMO gap (spin up / spin down): 0.328 / 0.175 hartree
* DFT total energy: -36937.406 eV
* relative energy (zero: lowest compared OMol25 entry of this formula, charge and spin): 0.0 kJ/mol
* <S²>: 6.016
* E_HOMO (spin up / spin down): -14.568 / -14.981 eV

=====

No. 2
The following is a quantum chemistry calculation of one molecule with the formula C4H11NOS at a distorted geometry, from the Open Molecules 2025 dataset.

ORCA input file:
```
! wB97M-V def2-TZVPD RIJCOSX def2/J DEFGRID3
* xyz 0 1
C 0.78401 -0.59813 2.21400
C 1.29984 0.02143 0.86361
C -0.04109 -1.27377 -0.87222
C -1.06053 1.51909 -1.85680
N 0.36818 -0.01697 -0.24819
O -2.05929 0.59389 0.47579
S -0.84743 1.19182 -0.02230
H 1.22649 0.07287 2.97461
H -0.30121 -0.44028 2.25291
H 1.06983 -1.64684 2.38279
H 2.25519 -0.62556 0.62162
H 1.44723 1.18354 1.12593
H 0.78825 -1.84009 -1.49178
H -0.52729 -2.04160 -0.14789
H -0.70984 -1.05698 -1.68849
H -1.63739 2.52408 -1.93262
H -0.17216 1.50697 -2.32802
H -1.88281 0.92655 -2.32296
*
```

Calculated values
* HOMO-LUMO gap: 0.356 hartree
* DFT total energy: -18696.888 eV
* relative energy (zero: lowest compared OMol25 entry of this formula, charge and spin): 292.4 kJ/mol
* E_HOMO: -8.849 eV

=====

No. 3
The following is a quantum chemistry calculation of a 8-piece molecular cluster, C6H28NO8 overall at a distorted geometry, from the Open Molecules 2025 dataset.

ORCA input file:
```
! wB97M-V def2-TZVPD RIJCOSX def2/J DEFGRID3
* xyz 0 2
C 0.81068 0.85002 -1.66769
O 0.14302 0.59148 -2.84613
C 0.54822 -0.32343 -0.64855
C -0.31960 0.14582 0.51312
C 0.41623 1.05679 1.48087
C 1.30576 0.30164 2.49719
C 0.46724 -0.50344 3.48530
N -0.15522 -1.46507 -1.34092
H 1.85485 0.95241 -1.98228
H 0.40178 1.83959 -1.20672
H 1.53069 -0.79140 -0.25315
H -1.19863 0.64139 0.15011
H -0.69973 -0.75529 1.01726
H -0.35872 1.64100 2.07170
H 1.01165 1.84597 0.95542
H 1.94418 1.08056 3.02918
H 2.03263 -0.35908 1.91300
H 0.07043 -1.41743 3.06532
H 1.05307 -0.85792 4.34154
H -0.34900 0.00021 3.86051
H 0.26438 -1.62643 -2.24051
H -1.08338 -1.17877 -1.48231
H -2.31529 2.70870 -0.12036
H -1.96529 2.06302 -1.39210
O -1.84632 2.88891 -0.90825
H -3.30225 0.77546 1.05209
H -2.40723 0.74791 2.32128
O -3.06472 1.28660 1.84450
H -2.88250 0.68326 -2.75748
H -0.92920 0.57408 -2.60281
O -2.26999 0.53996 -2.10542
H 0.27518 -2.86669 0.07752
H 1.75990 -3.08598 0.44361
O 0.89147 -3.41899 0.64681
H -2.95443 0.05536 -0.98492
H -3.03525 -1.16004 -0.02473
O -3.50930 -0.41921 -0.15595
H 2.87540 0.96670 -0.31250
H 3.55704 0.63170 1.06512
O 3.66225 0.61100 0.08242
H 2.74701 -1.83613 -1.29005
H 3.66439 -1.05898 -0.37735
O 3.51281 -1.97003 -0.67193
*
```

Calculated values
* HOMO-LUMO gap (spin up / spin down): 0.393 / 0.196 hartree
* DFT total energy: -24542.534 eV
* relative energy (zero: lowest compared OMol25 entry of this formula, charge and spin): 192.9 kJ/mol
* <S²>: 0.755
* E_HOMO (spin up / spin down): -10.752 / -10.742 eV

=====

No. 4
The following is a quantum chemistry calculation of C15H39BGaN3O9PS as an isolated structure at a distorted geometry, from the Open Molecules 2025 dataset.

ORCA input file:
```
! wB97M-V def2-TZVPD RIJCOSX def2/J DEFGRID3
* xyz -1 1
C 0.35547 -2.93072 2.26787
N -0.98780 -2.77741 1.69478
C -1.56562 -4.04166 1.19952
B -1.08774 -1.69738 0.68023
O -0.12146 -1.54342 -0.33002
Ga -2.76568 -0.39037 0.80029
C -2.42427 1.44631 0.00157
C -0.93751 1.82978 0.08526
C -0.40754 1.68926 1.53011
C 0.66623 2.75339 1.87738
S 1.96766 1.96473 2.84543
O 2.98485 2.89672 3.23473
O 1.30380 1.28770 3.93378
O 2.59524 0.79312 1.92998
N -4.33324 -1.30090 -0.00580
C -4.04281 -1.96458 -0.96002
O -3.77411 -2.77382 -1.79394
P -3.27685 -0.14055 3.10744
N -3.99838 1.27155 3.43143
H 1.18427 -2.86890 1.53965
H 0.40399 -3.88593 2.79578
H 0.51377 -2.14400 3.01912
H -1.80473 -4.02394 0.13051
H -0.93792 -4.90043 1.44704
H -2.52629 -4.20215 1.71137
H 0.78122 -1.59026 0.00991
H -2.98680 2.18214 0.59483
H -2.83003 1.51078 -1.01361
H -0.32604 1.29383 -0.64611
H -0.86376 2.90075 -0.17376
H -1.25034 1.73088 2.22494
H 0.04916 0.69969 1.62872
H 0.22543 3.48592 2.55379
H 1.07115 3.19404 0.96635
H 2.22821 -0.03340 2.27627
H -4.19534 -1.16500 3.47437
H -2.11777 -0.28799 3.92062
H -4.07466 1.80268 2.57046
C 5.24916 5.40048 2.81284
O 5.93482 6.39911 2.06563
C 5.95272 6.13673 0.67330
C 4.87825 6.90961 -0.06641
O 3.57327 6.50814 0.31735
C 2.98178 7.36365 1.27917
H 5.00358 5.82052 3.78703
H 4.32584 5.08530 2.32741
H 5.89698 4.53042 2.95606
H 5.85350 5.06362 0.48256
H 6.93135 6.45632 0.30018
H 4.97228 6.70354 -1.13740
H 5.00918 7.98674 0.08055
H 2.58869 8.26415 0.79390
H 3.68804 7.65250 2.06002
H 2.15586 6.82413 1.74074
C -3.08663 -7.07360 -5.98173
O -3.00617 -5.66261 -6.00927
C -3.55195 -5.04923 -4.84118
C -2.48871 -4.67298 -3.83284
O -1.82000 -5.82529 -3.31706
C -0.58280 -6.08054 -3.94945
H -2.38549 -7.46244 -6.72063
H -2.82213 -7.47822 -5.00227
H -4.09855 -7.40112 -6.24821
H -4.30022 -5.70379 -4.38366
H -4.05794 -4.13715 -5.16802
H -2.96871 -4.17006 -2.99015
H -1.76740 -3.97579 -4.27071
H 0.19216 -5.41791 -3.54738
H -0.63989 -5.95085 -5.03315
H -0.30463 -7.11383 -3.73750
*
```

Calculated values
* HOMO-LUMO gap: 0.256 hartree
* DFT total energy: -112261.237 eV
* E_HOMO: -4.683 eV

=====

No. 5
The following is a quantum chemistry calculation of a 2-piece molecular cluster, C4H11N2O overall at a distorted geometry, from the Open Molecules 2025 dataset.

ORCA input file:
```
! wB97M-V def2-TZVPD RIJCOSX def2/J DEFGRID3
* xyz 1 1
N -1.10410 2.00689 2.08272
C 0.77075 -0.77033 0.44855
C 1.82262 0.03827 0.98409
C -0.30722 -0.20181 -0.34466
N -0.03618 -0.90751 -1.48847
C -1.08860 -0.87839 -2.61364
O -1.20956 0.58190 -0.18953
H -0.18252 2.00806 2.53982
H -1.09401 1.04045 1.73108
H -1.80931 2.15116 2.79473
H 0.98552 -1.85428 0.58326
H 2.32321 0.74469 0.28261
H 2.52276 -0.54663 1.54430
H 1.52516 0.80626 1.70759
H 0.80717 -1.37825 -1.79333
H -0.40268 -0.74784 -3.43477
H -1.62967 -1.81572 -2.68751
H -1.89333 -0.27693 -2.14685
*
```

Calculated values
* HOMO-LUMO gap: 0.189 hartree
* DFT total energy: -9342.722 eV
* relative energy (zero: lowest compared OMol25 entry of this formula, charge and spin): 591.9 kJ/mol
* E_HOMO: -13.120 eV